DFT (ωB97M-V/def2-TZVPD) results for a structure of composition C5H8O.

Element x y z (Å)
C (-0.39, -1.22, 0.18)
C (0.95, -0.51, 0.37)
C (0.91, 0.70, -0.58)
C (-0.61, 0.93, -0.48)
C (-0.87, 0.10, 0.77)
O (0.39, 0.04, 1.60)
H (-0.74, -1.33, -0.89)
H (-0.51, -2.08, 0.84)
H (1.90, -1.07, 0.43)
H (1.51, 1.53, -0.19)
H (1.22, 0.48, -1.60)
H (-0.98, 1.96, -0.55)
H (-1.01, 0.21, -1.24)
H (-1.83, 0.26, 1.29)

Values from the calculation:
energy	-7359.92799	eV
highest occupied orbital energy	-9.6	eV
orbital gap	10.698	eV
ΔE to the lowest compared entry with this formula, charge and spin	224.55	kJ/mol


DFT (ωB97M-V/def2-TZVPD) results for a cluster of 2 separate species, C2H8BrN3 in total.

Element x y z (Å)
C (0.90, -0.79, 0.30)
C (0.90, 0.60, -0.22)
N (1.65, -1.80, 0.44)
N (-2.34, -0.22, -0.65)
N (-0.31, 1.35, 0.29)
Br (-3.90, 0.06, 0.04)
H (1.90, 1.00, 0.33)
H (1.10, 0.60, -1.39)
H (2.40, -2.12, -0.26)
H (1.41, -2.42, 1.28)
H (-2.21, -0.82, -1.37)
H (-0.35, 1.19, 1.33)
H (-1.13, 1.08, -0.25)
H (-0.02, 2.30, 0.14)

Values from the calculation:
energy	-76692.84197	eV
charge	+2
highest occupied orbital energy (alpha / beta)	-17.0 / -17.1	eV
2S+1	3
orbital gap (alpha / beta)	7.225 / 5.927	eV
ΔE to the lowest compared entry with this formula, charge and spin	133.26	kJ/mol


DFT (ωB97M-V/def2-TZVPD) results for a structure of composition C38H43BF7N7NbO16P2S.

Element x y z (Å)
C (3.59, 8.47, 4.15)
C (3.61, 8.03, 2.71)
O (4.12, 6.98, 2.32)
O (3.04, 8.95, 1.91)
C (2.69, 8.50, 0.58)
Nb (0.57, 7.88, 0.14)
P (-0.36, 8.54, 2.45)
N (-1.20, 9.82, 2.04)
P (1.60, 6.95, -2.07)
O (1.52, 8.10, -3.04)
B (0.80, 5.67, 0.88)
O (0.71, 4.66, -0.06)
N (1.17, 5.42, 2.27)
C (2.23, 4.40, 2.33)
C (0.00, 5.01, 3.07)
S (-1.76, 7.06, -0.74)
O (-2.42, 8.13, -1.49)
O (-1.58, 5.79, -1.44)
C (-3.06, 6.63, 0.57)
F (-3.49, 7.80, 1.14)
F (-2.46, 5.86, 1.55)
C (-4.30, 5.86, 0.04)
F (-3.93, 4.62, -0.38)
F (-4.86, 6.55, -0.99)
C (-5.43, 5.65, 1.09)
F (-6.00, 6.81, 1.47)
F (-4.97, 5.02, 2.19)
F (-6.39, 4.88, 0.55)
H (2.57, 8.46, 4.54)
H (4.02, 9.47, 4.25)
H (4.20, 7.77, 4.73)
H (3.41, 7.75, 0.25)
H (2.81, 9.38, -0.09)
H (0.11, 9.48, -0.67)
H (-1.12, 7.58, 3.15)
H (0.61, 8.84, 3.43)
H (-1.18, 10.03, 1.04)
H (1.04, 5.74, -2.53)
H (2.95, 6.57, -1.85)
H (0.05, 3.99, 0.17)
H (1.82, 3.39, 2.23)
H (2.97, 4.57, 1.53)
H (2.76, 4.50, 3.28)
H (-0.75, 4.46, 2.50)
H (0.35, 4.34, 3.87)
H (-0.47, 5.87, 3.55)
C (1.72, -1.28, -2.42)
C (2.84, -0.47, -2.31)
C (3.06, 0.27, -1.16)
C (2.14, 0.18, -0.14)
C (1.02, -0.62, -0.22)
C (0.80, -1.35, -1.38)
N (2.37, 0.96, 1.09)
O (3.34, 1.68, 1.13)
O (1.56, 0.85, 1.99)
H (1.55, -1.86, -3.31)
H (3.55, -0.42, -3.13)
H (3.93, 0.91, -1.06)
H (0.32, -0.65, 0.60)
H (-0.07, -1.98, -1.47)
C (-1.22, -5.50, -7.90)
C (-1.96, -4.45, -7.37)
C (-1.59, -3.88, -6.16)
C (-0.49, -4.38, -5.51)
C (0.26, -5.42, -6.01)
C (-0.11, -5.98, -7.22)
N (-0.12, -3.82, -4.20)
O (-0.83, -2.95, -3.73)
O (0.86, -4.27, -3.65)
H (-1.51, -5.94, -8.85)
H (-2.82, -4.07, -7.90)
H (-2.16, -3.06, -5.74)
H (1.12, -5.78, -5.47)
H (0.46, -6.80, -7.63)
C (-0.10, -4.00, 1.46)
C (-0.02, -4.32, 0.11)
C (1.14, -4.05, -0.60)
C (2.20, -3.47, 0.07)
C (2.14, -3.14, 1.41)
C (0.98, -3.41, 2.11)
N (3.44, -3.20, -0.67)
O (3.48, -3.50, -1.84)
O (4.37, -2.71, -0.05)
H (-1.00, -4.22, 2.02)
H (-0.86, -4.77, -0.40)
H (1.21, -4.28, -1.65)
H (2.99, -2.68, 1.89)
H (0.91, -3.16, 3.16)
C (-6.63, -6.72, -1.48)
C (-6.38, -6.85, -2.84)
C (-5.14, -6.50, -3.35)
C (-4.18, -6.03, -2.48)
C (-4.41, -5.89, -1.12)
C (-5.65, -6.24, -0.63)
N (-2.86, -5.68, -3.01)
O (-2.67, -5.76, -4.21)
O (-2.02, -5.27, -2.24)
H (-7.60, -6.99, -1.09)
H (-7.15, -7.22, -3.51)
H (-4.92, -6.59, -4.40)
H (-3.63, -5.52, -0.47)
H (-5.85, -6.14, 0.43)
C (4.00, -7.18, 5.24)
C (3.00, -6.99, 6.18)
C (1.67, -7.06, 5.80)
C (1.38, -7.32, 4.47)
C (2.36, -7.51, 3.52)
C (3.68, -7.43, 3.91)
N (-0.04, -7.40, 4.06)
O (-0.88, -7.19, 4.90)
O (-0.26, -7.66, 2.89)
H (5.04, -7.12, 5.54)
H (3.25, -6.79, 7.21)
H (0.87, -6.91, 6.51)
H (2.09, -7.70, 2.49)
H (4.47, -7.57, 3.18)

Values from the calculation:
energy	-133939.51514	eV
charge	-1
highest occupied orbital energy	-5.0	eV
orbital gap	5.206	eV


DFT (ωB97M-V/def2-TZVPD) results for a cluster of 2 separate species, C3H10NP in total.

Element x y z (Å)
C (-0.66, 2.67, 0.28)
C (-1.35, -1.41, -0.13)
C (2.35, -1.38, 0.15)
N (-1.08, 1.29, 0.15)
P (-0.32, 0.04, -0.40)
H (-1.06, 3.05, 1.23)
H (-1.08, 3.31, -0.48)
H (0.34, 2.69, 0.47)
H (-0.78, -2.38, -0.26)
H (-1.67, -1.39, 0.98)
H (-2.26, -1.61, -0.56)
H (2.31, -1.78, -0.88)
H (3.29, -0.82, 0.37)
H (2.05, -2.17, 0.88)
H (-0.09, -0.12, -1.80)

Values from the calculation:
energy	-14047.47875	eV
highest occupied orbital energy (alpha / beta)	-7.8 / -8.5	eV
orbital gap (alpha / beta)	7.888 / 8.246	eV
ΔE to the lowest compared entry with this formula, charge and spin	458.33	kJ/mol


DFT (ωB97M-V/def2-TZVPD) results for a cluster of 2 separate species, C2H8N in total.

Element x y z (Å)
N (-1.31, -0.20, -0.97)
H (-1.09, 0.77, -0.61)
H (-1.75, 0.05, -1.83)
H (-0.40, -0.66, -0.88)
H (-2.09, -0.53, -0.50)
C (1.70, -0.31, 0.71)
C (0.64, 0.46, 1.19)
H (1.48, -1.35, 0.34)
H (2.46, 0.26, 0.22)
H (-0.30, -0.05, 1.37)
H (0.67, 1.55, 0.97)

Values from the calculation:
energy	-3684.90157	eV
charge	+1
highest occupied orbital energy	-14.5	eV
orbital gap	10.131	eV
ΔE to the lowest compared entry with this formula, charge and spin	218.40	kJ/mol


DFT (ωB97M-V/def2-TZVPD) results for a structure of composition C35H30Br4ClNO5PtSSi.

Element x y z (Å)
Pt (0.62, -0.05, -0.62)
Br (0.57, -2.85, 5.93)
C (0.09, -1.53, 4.65)
C (-0.97, -0.67, 4.83)
Br (-1.92, -0.71, 6.49)
C (-1.34, 0.26, 3.85)
Br (-2.79, 1.47, 4.14)
C (-0.78, 0.27, 2.46)
O (-1.75, -0.34, 1.50)
C (0.50, -0.55, 2.40)
O (1.24, -0.49, 1.25)
C (0.83, -1.39, 3.41)
Br (2.41, -2.43, 3.12)
C (-3.01, -1.11, -0.74)
Si (-1.31, -1.08, 0.07)
C (-0.53, 1.72, 1.99)
C (-0.98, -2.93, 0.43)
C (-1.98, -3.76, 0.95)
C (-1.74, -5.11, 1.21)
C (-0.49, -5.65, 0.95)
C (0.52, -4.84, 0.44)
C (0.27, -3.50, 0.18)
H (-3.72, -1.56, -0.04)
H (-3.01, -1.72, -1.65)
H (-3.37, -0.11, -1.00)
H (0.15, 2.22, 2.68)
H (-1.47, 2.26, 1.95)
H (-0.09, 1.73, 1.00)
H (-2.96, -3.34, 1.18)
H (-2.53, -5.73, 1.62)
H (-0.29, -6.70, 1.17)
H (1.51, -5.25, 0.27)
H (1.06, -2.87, -0.21)
C (4.80, 0.40, 1.54)
C (4.35, 1.63, 2.27)
C (4.11, 1.59, 3.64)
C (3.65, 2.71, 4.31)
Cl (3.40, 2.64, 6.05)
C (3.40, 3.89, 3.64)
C (3.64, 3.94, 2.28)
C (4.12, 2.83, 1.60)
O (4.43, 2.91, 0.26)
C (3.41, 3.41, -0.61)
C (2.69, 2.29, -1.36)
O (2.39, 2.48, -2.56)
O (2.42, 1.29, -0.64)
H (5.06, -0.39, 2.24)
H (5.65, 0.61, 0.88)
H (3.98, 0.04, 0.92)
H (4.25, 0.66, 4.18)
H (3.02, 4.76, 4.17)
H (3.45, 4.86, 1.73)
H (3.86, 4.11, -1.31)
H (2.66, 3.94, -0.02)
N (0.58, 0.43, -2.60)
S (-0.41, 0.58, -3.82)
C (-1.78, 1.69, -3.42)
C (-2.31, 2.49, -4.42)
C (-3.33, 3.38, -4.11)
C (-3.78, 3.47, -2.80)
C (-3.21, 2.70, -1.80)
C (-2.20, 1.80, -2.11)
C (-1.28, -0.97, -3.88)
C (-0.55, -2.11, -3.57)
C (-1.10, -3.36, -3.83)
C (-2.34, -3.46, -4.44)
C (-3.05, -2.31, -4.78)
C (-2.51, -1.06, -4.51)
H (1.31, 1.15, -2.72)
H (-1.93, 2.40, -5.44)
H (-3.76, 4.00, -4.88)
H (-4.58, 4.17, -2.56)
H (-3.56, 2.78, -0.78)
H (-1.71, 1.20, -1.34)
H (0.41, -2.00, -3.07)
H (-0.57, -4.25, -3.53)
H (-2.77, -4.44, -4.64)
H (-4.02, -2.39, -5.25)
H (-3.06, -0.16, -4.75)

Values from the calculation:
energy	-363163.60122	eV
charge	-2
highest occupied orbital energy	0.0	eV
orbital gap	3.664	eV
ΔE to the lowest compared entry with this formula, charge and spin	127.31	kJ/mol